A molecular structure, C12H23ClGaINO3P in a non-equilibrium geometry. Source: the Open Molecules 2025 dataset; level of theory: wB97M-V/def2-TZVPD.

Geometry (Å):
C  4.1995  -6.9360  0.6200
C  4.1500  -5.4494  0.8370
H  5.1301  -7.3330  1.0335
H  4.1284  -7.1425  -0.4515
H  3.3313  -7.3948  1.1016
O  4.9536  -4.7567  1.3665
I  2.2648  -4.5696  0.0041
Ga  0.6412  0.0528  -0.0819
P  1.6340  0.2625  -2.1657
C  2.6869  1.7319  -2.4645
C  2.7259  -1.1407  -2.6066
H  -0.2010  -0.5766  -3.4764
H  0.9483  0.3250  -4.5174
H  -0.1927  1.1991  -3.4524
C  0.4350  0.3093  -3.5498
H  2.1490  -2.0633  -2.5041
H  3.1011  -1.0431  -3.6311
H  3.0997  1.7205  -3.4786
H  3.5051  1.7449  -1.7392
H  3.5671  -1.1752  -1.9090
H  2.0920  2.6386  -2.3244
C  1.3597  1.6040  0.5445
O  1.8216  2.6011  0.9476
Cl  -0.2992  -1.9806  -0.9022
O  -1.0269  0.8272  -0.1980
C  -1.7121  1.4505  0.6244
C  -2.9681  2.0990  0.0963
C  -4.2425  1.6460  0.8074
C  -4.4335  2.2890  2.1836
C  -3.3932  1.9204  3.2421
C  -1.9814  2.4090  2.9183
N  -1.3121  1.5931  1.9252
H  -2.8819  3.2066  0.1425
H  -3.0654  1.8226  -0.9775
H  -5.1003  1.9955  0.1916
H  -4.2905  0.5373  0.8614
H  -4.4547  3.3965  2.0683
H  -5.4288  1.9773  2.5673
H  -3.7113  2.4427  4.1719
H  -3.3888  0.8291  3.4495
H  -1.9873  3.4784  2.6138
H  -1.3899  2.3379  3.8587
H  -0.4627  1.1141  2.2533

Values from the calculation:
HOMO-LUMO gap ... 0.14486 hartree
Net charge ... +2
DFT total energy ... -3774.9673 Ha
Highest occupied orbital energy ... -0.5120 hartree